No. 1
ORCA calculation (ωB97M-V/def2-TZVPD) on a cluster of 2 separate species, C39H36F3N2O2 in total in a non-equilibrium geometry.

CARTESIAN COORDINATES (ANGSTROEM)
1 C 2.657 9.295 0.146
2 O 3.531 8.643 1.095
3 C 3.373 7.302 1.271
4 C 4.289 6.655 2.135
5 C 4.217 5.287 2.322
6 C 3.150 4.522 1.772
7 C 3.015 3.065 1.936
8 C 4.167 2.239 1.945
9 C 4.199 0.858 2.099
10 C 5.416 0.086 2.149
11 C 5.383 -1.322 2.392
12 C 6.546 -2.091 2.376
13 C 7.791 -1.491 2.111
14 C 7.853 -0.105 1.884
15 C 6.692 0.666 1.899
16 C 1.682 2.487 2.119
17 C 0.753 3.114 2.998
18 C -0.456 2.534 3.301
19 C -0.851 1.350 2.629
20 O -2.084 0.859 2.932
21 C -2.522 -0.297 2.190
22 C 0.021 0.747 1.689
23 C 1.279 1.290 1.481
24 C 2.206 5.212 0.967
25 C 2.342 6.553 0.653
26 H 2.940 10.347 0.188
27 H 2.816 8.898 -0.867
28 H 1.602 9.173 0.429
29 H 5.038 7.281 2.620
30 H 4.970 4.809 2.952
31 H 5.106 2.771 1.814
32 H 3.277 0.304 2.275
33 H 4.420 -1.792 2.595
34 H 6.496 -3.170 2.559
35 H 8.694 -2.099 2.046
36 H 8.818 0.373 1.682
37 H 6.760 1.741 1.711
38 H 1.028 4.056 3.480
39 H -1.144 2.964 4.032
40 H -3.494 -0.551 2.616
41 H -2.625 -0.053 1.121
42 H -1.815 -1.130 2.320
43 H -0.293 -0.149 1.142
44 H 1.948 0.790 0.779
45 H 1.369 4.663 0.532
46 H 1.648 7.031 -0.044
47 C -1.242 -3.561 -3.666
48 N -2.003 -4.138 -2.577
49 C -2.655 -3.324 -1.563
50 H -1.866 -2.809 -0.923
51 C -3.574 -2.251 -2.127
52 C -4.640 -2.620 -2.961
53 C -5.482 -1.644 -3.496
54 C -5.260 -0.308 -3.164
55 C -6.158 0.763 -3.743
56 F -6.266 1.841 -2.902
57 F -5.666 1.230 -4.942
58 F -7.428 0.309 -3.984
59 C -4.208 0.070 -2.337
60 C -3.364 -0.907 -1.821
61 N -3.361 -4.345 -0.801
62 C -4.314 -4.021 0.242
63 C -3.223 -5.581 -1.370
64 C -2.368 -5.452 -2.481
65 C -2.084 -6.543 -3.308
66 C -2.703 -7.758 -3.002
67 C -3.567 -7.884 -1.896
68 C -3.831 -6.798 -1.055
69 H -0.900 -4.362 -4.325
70 H -1.851 -2.871 -4.265
71 H -0.369 -3.016 -3.285
72 H -4.822 -3.672 -3.203
73 H -6.300 -1.938 -4.159
74 H -4.064 1.123 -2.106
75 H -2.530 -0.623 -1.178
76 H -4.766 -4.945 0.610
77 H -3.817 -3.510 1.077
78 H -5.124 -3.384 -0.137
79 H -1.387 -6.424 -4.135
80 H -2.518 -8.638 -3.623
81 H -4.031 -8.853 -1.696
82 H -4.461 -6.870 -0.170

As for the relative energy (zero: lowest compared OMol25 entry of this formula, charge and spin): 0.0 kcal per mole. Its total charge is +1. Its gap between HOMO and LUMO is 3.1 eV. The calculation puts the total energy at -56247.651 eV. The HOMO energy is -0.3024 Eh.

Electronic structure analysis, Mulliken charges in units of e: number 1, C, carries -0.802; number 2, O, carries -0.430; number 3, C, carries 0.966; number 4, C, carries -0.826; number 5, C, carries -0.314; number 6, C, carries -0.205; number 7, C, carries 0.224; number 8, C, carries -0.563; number 9, C, carries -0.181; number 10, C, carries 0.598; number 11, C, carries -0.395; number 12, C, carries -0.613; number 13, C, carries -0.341; number 14, C, carries -0.713; number 15, C, carries -0.327; number 16, C, carries 0.099; number 17, C, carries -0.092; number 18, C, carries -0.921; number 19, C, carries 0.905; number 20, O, carries -0.450; number 21, C, carries -0.758; number 22, C, carries -0.279; number 23, C, carries -1.108; number 24, C, carries -0.460; number 25, C, carries -0.513; number 26, H, carries 0.241; number 27, H, carries 0.355; number 28, H, carries 0.335; number 29, H, carries 0.437; number 30, H, carries 0.466; number 31, H, carries 0.434; number 32, H, carries 0.649; number 33, H, carries 0.358; number 34, H, carries 0.372; number 35, H, carries 0.389; number 36, H, carries 0.377; number 37, H, carries 0.308; number 38, H, carries 0.500; number 39, H, carries 0.459; number 40, H, carries 0.334; number 41, H, carries 0.342; number 42, H, carries 0.337; number 43, H, carries 0.344; number 44, H, carries 0.688; number 45, H, carries 0.416; number 46, H, carries 0.383; number 47, C, carries -0.886; number 48, N, carries 0.203; number 49, C, carries -0.257; number 50, H, carries 0.140; number 51, C, carries 0.118; number 52, C, carries -0.400; number 53, C, carries -1.065; number 54, C, carries 0.301; number 55, C, carries 0.884; number 56, F, carries -0.265; number 57, F, carries -0.246; number 58, F, carries -0.261; number 59, C, carries -0.893; number 60, C, carries -0.481; number 61, N, carries 0.111; number 62, C, carries -0.799; number 63, C, carries 1.174; number 64, C, carries 1.244; number 65, C, carries -1.015; number 66, C, carries -0.655; number 67, C, carries -0.700; number 68, C, carries -0.997; number 69, H, carries 0.292; number 70, H, carries 0.302; number 71, H, carries 0.272; number 72, H, carries 0.507; number 73, H, carries 0.409; number 74, H, carries 0.416; number 75, H, carries 0.460; number 76, H, carries 0.279; number 77, H, carries 0.196; number 78, H, carries 0.307; number 79, H, carries 0.270; number 80, H, carries 0.361; number 81, H, carries 0.359; number 82, H, carries 0.292

***

No. 2
ORCA calculation (ωB97M-V/def2-TZVPD) on a cluster of 5 separate species, C2H14NO5 in total in a non-equilibrium geometry.

CARTESIAN COORDINATES (ANGSTROEM)
1 O 2.080 -0.172 0.736
2 C 1.530 0.163 -0.291
3 C 0.001 0.338 -0.228
4 N -0.610 0.278 1.129
5 H 2.064 0.152 -1.187
6 H -0.151 1.227 -0.684
7 H -0.392 -0.565 -0.903
8 H -0.679 -0.649 1.622
9 H -0.183 0.852 1.796
10 H -1.576 0.739 0.996
11 H 1.970 2.090 2.802
12 H 1.968 0.845 3.706
13 O 1.357 1.423 3.262
14 H 0.853 -0.178 -4.122
15 H 2.328 -0.503 -3.663
16 O 1.464 -0.130 -3.303
17 H -1.830 -2.173 -0.080
18 H -0.676 -3.125 0.370
19 O -1.002 -2.276 0.255
20 H -3.324 -0.029 -0.834
21 H -2.648 1.310 -0.864
22 O -2.542 0.386 -0.514

As for the relative energy (zero: lowest compared OMol25 entry of this formula, charge and spin): 42.1 kcal per mole. Its total charge is +1. Its gap between HOMO and LUMO is 10.2 eV. The calculation puts the total energy at -14021.114 eV. The HOMO energy is -0.4893 Eh.

Electronic structure analysis, natural (NBO) charges in units of e: number 1, O, carries -0.523; number 2, C, carries 0.412; number 3, C, carries -0.327; number 4, N, carries -0.702; number 5, H, carries 0.179; number 6, H, carries 0.214; number 7, H, carries 0.297; number 8, H, carries 0.476; number 9, H, carries 0.453; number 10, H, carries 0.465; number 11, H, carries 0.487; number 12, H, carries 0.490; number 13, O, carries -0.968; number 14, H, carries 0.490; number 15, H, carries 0.490; number 16, O, carries -0.975; number 17, H, carries 0.482; number 18, H, carries 0.503; number 19, O, carries -0.969; number 20, H, carries 0.500; number 21, H, carries 0.498; number 22, O, carries -0.973

***

Which formula does entry 1 have?
C39H36F3N2O2